# 1
{
  "formula": "C31H59F7NO24P2S",
  "method": "ωB97M-V/def2-TZVPD",
  "e_homo_ev": -5.8,
  "energy_ha": -4856.95312,
  "largest_force_ev_per_a": 4.834,
  "e_lumo_ev": 1.792,
  "total_charge": -1,
  "elements": ["S", "P", "P", "F", "F", "F", "F", "F", "F", "F", "O", "O", "O", "O", "O", "O", "O", "O", "O", "O", "O", "O", "O", "O", "O", "O", "O", "O", "O", "O", "O", "O", "O", "O", "N", "C", "C", "C", "C", "C", "C", "C", "C", "C", "C", "C", "C", "C", "C", "C", "C", "C", "C", "C", "C", "C", "C", "C", "C", "C", "C", "C", "C", "C", "C", "C", "H", "H", "H", "H", "H", "H", "H", "H", "H", "H", "H", "H", "H", "H", "H", "H", "H", "H", "H", "H", "H", "H", "H", "H", "H", "H", "H", "H", "H", "H", "H", "H", "H", "H", "H", "H", "H", "H", "H", "H", "H", "H", "H", "H", "H", "H", "H", "H", "H", "H", "H", "H", "H", "H", "H", "H", "H", "H", "H"],
  "positions_angstrom": [[-4.906, -4.578, -0.867], [-1.417, -0.110, -2.246], [-4.549, 1.344, -0.249], [-3.689, 1.924, -5.420], [2.230, -5.308, -3.750], [-5.299, 0.570, -4.669], [0.453, -3.215, -5.037], [-5.179, 2.686, -3.930], [3.142, -3.374, -2.686], [-0.023, 0.291, -3.191], [4.066, -8.193, 5.921], [-5.721, -5.840, -0.770], [-3.812, -4.636, -2.153], [7.861, 9.771, 0.235], [7.442, 11.997, 0.114], [2.806, 2.909, 0.286], [-1.348, -8.904, 1.333], [-4.094, -4.402, 0.396], [-3.210, -8.248, 0.435], [-5.682, -1.908, 4.785], [4.864, -7.485, 4.032], [-2.359, 0.520, -3.596], [5.054, 5.410, -2.033], [6.177, 7.303, -1.477], [3.866, 1.893, 2.019], [-2.106, -9.989, -0.511], [3.346, -9.168, 4.004], [-6.199, -0.117, 5.895], [9.534, 11.149, 0.349], [3.823, 0.893, 0.095], [-7.209, -0.487, 3.898], [-3.259, 2.479, -2.393], [4.438, 6.742, -0.305], [-2.829, -0.319, -1.260], [-5.882, 2.205, -0.467], [0.143, -2.520, -2.497], [-1.283, -1.898, -2.894], [0.891, -3.223, -3.703], [-1.975, 4.530, -2.079], [2.072, -3.950, -3.397], [3.519, 3.004, 2.841], [8.200, 11.066, 0.221], [4.921, -7.554, 2.608], [-2.212, -9.134, 0.332], [-6.946, 1.092, 6.012], [-0.963, 4.066, -0.914], [-5.840, -2.741, 3.637], [3.435, 1.991, 0.751], [3.210, -9.070, 6.650], [-2.210, 3.235, -3.027], [-0.225, -9.781, 1.347], [-4.213, -8.373, -0.575], [-3.469, 1.191, -3.025], [-4.967, -0.937, -2.063], [7.078, 7.048, -2.553], [4.023, -8.364, 4.591], [6.458, 9.528, 0.106], [-4.412, 1.567, -4.260], [-5.349, -1.760, -0.739], [5.205, 6.383, -1.343], [-6.442, -0.806, 4.770], [3.352, 5.848, -0.039], [-4.039, 0.323, -1.799], [-6.021, -3.147, -1.228], [3.428, 0.864, -1.279], [10.038, 12.482, 0.350], [3.967, 3.923, 2.458], [3.945, -7.332, 2.172], [9.809, 12.982, -0.593], [2.167, -8.909, 6.374], [-6.131, -3.108, -2.365], [-2.136, -2.517, -2.476], [2.435, 3.105, 2.915], [-7.064, -3.273, -0.788], [5.630, -6.800, 2.267], [-4.693, -9.353, -0.521], [3.722, 4.856, 0.211], [2.340, 0.881, -1.368], [-0.182, 3.329, -1.277], [-3.878, -3.798, -2.661], [-6.869, -3.099, 3.563], [-1.589, 5.414, -2.675], [-4.968, -7.605, -0.393], [-3.785, -8.208, -1.566], [0.853, -1.763, -2.041], [3.918, 2.816, 3.838], [3.794, -0.067, -1.713], [-6.670, 1.563, 6.955], [-2.974, 4.751, -1.564], [-5.550, -2.207, 2.730], [3.496, -10.111, 6.486], [11.122, 12.427, 0.458], [-5.183, -3.603, 3.752], [5.912, 9.975, 0.940], [-1.312, -1.831, -4.038], [-1.612, 3.531, -0.139], [6.550, 7.049, -3.508], [-0.433, 4.977, -0.477], [-4.787, 0.400, 0.814], [-1.240, 1.145, -1.572], [-3.415, 2.130, 0.187], [0.361, -9.672, 0.433], [2.673, 5.801, -0.893], [3.327, -8.842, 7.709], [-4.456, -1.912, -0.063], [5.275, -8.534, 2.283], [6.087, 9.909, -0.847], [2.802, 6.238, 0.817], [-4.581, -1.612, -2.901], [-5.968, -0.530, -2.457], [7.815, 7.852, -2.564], [-6.701, 1.776, 5.198], [3.873, 1.697, -1.826], [6.303, 8.459, 0.131], [-8.018, 0.882, 6.030], [-0.546, -10.817, 1.478], [-6.175, 2.051, -1.438], [-2.510, 3.677, -4.042], [-0.697, -0.644, -1.083], [9.635, 13.046, 1.193], [-1.207, 2.713, -3.070], [7.601, 6.102, -2.402], [0.403, -9.505, 2.194], [-6.166, -1.240, -0.128], [-0.056, -3.331, -1.725]],
  "atomic_forces_ev_per_a": [[0.645, -2.789, 3.896], [2.638, -0.342, 1.885], [-1.707, 0.912, -1.261], [-1.312, -0.751, 2.333], [0.861, 3.099, 0.107], [1.380, 1.389, 0.754], [-0.215, -0.997, 2.476], [0.877, -2.002, -0.802], [-2.464, -2.135, -0.588], [-0.450, -0.469, 0.552], [0.066, 0.023, -0.255], [1.592, 3.554, -1.589], [-1.973, 0.488, 1.261], [0.307, 0.446, -0.008], [0.232, -0.110, 0.022], [0.108, -0.262, 0.258], [-0.149, -0.040, -0.128], [-2.019, 0.452, -3.807], [0.446, -0.341, 0.081], [-0.151, 0.323, 0.153], [-0.159, -0.191, 0.256], [-2.087, 0.915, 2.003], [0.128, 0.264, 0.121], [-0.218, -0.629, -0.439], [-0.023, 0.018, -0.170], [0.066, 0.087, 0.199], [0.117, 0.119, 0.132], [0.011, -0.171, -0.124], [-0.159, -0.055, -0.020], [-0.005, 0.362, 0.408], [0.127, -0.048, 0.227], [1.699, -1.098, -1.337], [0.401, 0.234, -0.288], [-1.257, 0.516, -1.138], [0.810, -0.848, -0.169], [-0.554, -0.065, -0.739], [0.516, 0.127, -1.689], [2.570, -0.529, 1.042], [0.104, -1.723, 0.636], [-1.612, 0.570, -0.966], [-0.086, 0.204, 0.255], [-0.071, -0.363, 0.014], [0.061, 0.057, -0.456], [-0.262, 0.351, 0.071], [-0.155, 0.354, 0.081], [-0.589, 0.468, -0.167], [0.027, -0.366, -0.372], [0.068, -0.473, -0.197], [-0.225, -0.206, 0.273], [0.685, 2.999, 0.262], [0.338, -0.160, 0.098], [-0.609, 0.012, -0.163], [-0.351, 0.238, -0.617], [-1.996, 1.290, -0.110], [0.307, -0.007, -0.301], [0.126, 0.195, 0.025], [-0.543, 0.084, 0.415], [-0.848, 0.714, -1.243], [-0.353, -0.200, -0.564], [-0.263, -0.114, 0.128], [0.159, -0.146, 0.011], [-0.345, -0.253, 0.185], [1.785, -2.286, 1.225], [0.393, 1.251, -0.562], [-0.225, -0.101, -0.604], [0.202, 0.304, 0.011], [-0.154, -0.046, -0.033], [0.059, -0.167, 0.056], [-0.123, 0.012, 0.149], [0.113, -0.122, -0.094], [0.052, -0.281, 1.485], [1.111, 0.648, -0.517], [0.095, 0.088, -0.139], [1.686, -0.468, -0.343], [-0.043, -0.003, 0.294], [0.245, -0.038, -0.100], [-0.078, 0.146, -0.262], [0.101, 0.129, -0.013], [-0.901, 0.958, 0.332], [0.146, -0.427, 0.322], [0.050, 0.172, -0.078], [-0.498, -1.105, 0.702], [0.530, -0.316, 0.150], [0.016, -0.147, 0.086], [-1.009, -0.649, -0.508], [0.060, -0.203, -0.186], [0.055, 0.015, 0.315], [0.144, -0.252, -0.045], [1.328, 0.079, -1.001], [-0.152, -0.012, 0.071], [-0.124, 0.089, -0.117], [-0.126, -0.259, -0.003], [0.034, 0.213, 0.202], [0.103, 0.222, -0.161], [-0.305, -0.384, 1.534], [1.192, 0.792, -0.806], [0.009, -0.165, 0.113], [-0.734, -1.275, -0.257], [0.823, 0.236, -0.524], [-0.268, 0.210, -0.996], [-0.398, -0.933, -0.263], [-0.144, -0.128, 0.011], [0.170, -0.143, 0.023], [0.164, 0.171, -0.175], [-0.976, -0.058, -0.901], [-0.184, 0.034, 0.043], [0.025, 0.067, 0.154], [0.226, 0.193, -0.079], [-0.008, 1.014, 1.221], [1.226, -0.681, 0.360], [-0.187, 0.037, 0.232], [-0.148, -0.134, -0.021], [-0.152, 0.032, 0.124], [0.316, 0.288, 0.184], [0.092, 0.030, -0.170], [0.014, 0.071, -0.183], [-0.028, 0.407, 0.381], [0.197, -1.189, 1.187], [0.192, 0.188, -0.259], [-0.091, -0.001, -0.172], [-1.510, 0.166, -0.240], [-0.171, 0.011, -0.089], [-0.219, 0.166, -0.027], [1.254, -0.445, -0.972], [0.486, 0.993, -0.980]],
  "mulliken_charge": [1.3365, 1.1945, 0.6433, -0.2556, -0.2385, -0.2716, -0.2561, -0.2442, -0.1966, -0.5684, -0.3181, -0.7038, -0.5584, -0.3016, -0.5414, -0.5261, -0.2958, -0.6294, -0.2637, -0.3312, -0.3143, -0.7498, -0.5679, -0.2255, -0.3617, -0.5504, -0.5300, -0.3369, -0.3173, -0.3578, -0.5398, -0.1150, -0.2844, -0.6603, -0.9188, -0.1573, 0.0146, 0.3362, -0.5988, 0.1750, -0.5537, 0.7659, -0.6082, 0.7713, -0.6169, -0.4957, -0.3290, 0.8340, -0.6191, -0.1924, -0.5971, -0.5913, 0.0270, -0.4167, -0.7312, 0.8084, -0.5767, 0.6463, -0.2302, 0.6271, 0.8041, -0.3392, -0.0883, -1.2248, -0.3296, -0.6237, 0.2219, 0.2890, 0.2863, 0.2918, 0.4938, -0.5710, 0.2803, 0.4419, 0.2195, 0.3385, 0.0229, 0.0844, 0.0423, 0.3394, 0.3091, 0.3859, 0.1861, 0.3070, -0.0314, 0.2478, 0.1903, 0.2125, 0.2496, 0.0015, 0.2843, 0.2204, 0.2420, 0.4043, 0.4256, 0.0849, 0.3060, 0.2847, -0.0339, -0.4185, -0.1032, 0.2809, 0.2910, 0.2176, 0.5605, 0.2796, 0.2655, 0.2869, 0.3782, 0.3497, 0.2175, 0.2947, 0.2704, 0.1943, 0.2841, 0.2821, 0.3034, 0.2037, 0.0392, 0.2903, 0.2153, 0.3137, 0.2002, 0.2997, 0.4117]
}



# 2
{
  "formula": "C33H22Cl8N4O2V",
  "method": "ωB97M-V/def2-TZVPD",
  "e_homo_ev": [0.0, -2.0],
  "e_above_lowest_ev": 1.343,
  "energy_ha": -6265.82915,
  "largest_force_ev_per_a": 0.863,
  "e_lumo_ev": [4.020, 4.020],
  "s2": 3.798,
  "multiplicity": 4,
  "total_charge": -2,
  "elements": ["V", "Cl", "Cl", "Cl", "Cl", "Cl", "Cl", "Cl", "Cl", "O", "O", "N", "N", "N", "N", "C", "C", "C", "C", "C", "C", "C", "C", "C", "C", "C", "C", "C", "C", "C", "C", "C", "C", "C", "C", "C", "C", "C", "C", "C", "C", "C", "C", "C", "C", "C", "C", "C", "H", "H", "H", "H", "H", "H", "H", "H", "H", "H", "H", "H", "H", "H", "H", "H", "H", "H", "H", "H", "H", "H"],
  "positions_angstrom": [[0.609, 0.083, 0.045], [-3.732, -4.151, -3.071], [5.395, 1.461, -4.123], [3.931, -0.458, -2.238], [1.686, 5.270, -3.263], [4.316, 4.332, -4.638], [0.134, 3.368, -1.398], [-6.016, 0.593, -4.307], [-1.247, 0.635, -1.871], [-2.124, 2.346, 0.832], [-1.567, -2.475, -1.955], [1.107, -1.446, -1.564], [1.478, -3.428, -2.398], [1.851, -1.037, 1.243], [-2.204, 3.598, 2.698], [5.984, -0.434, 1.857], [-2.426, -2.921, 2.390], [1.634, 2.790, -2.087], [1.400, -2.686, -1.272], [2.068, 1.502, -1.770], [-4.719, -1.702, -3.600], [3.240, 1.140, -2.446], [-0.014, 2.851, 1.930], [2.293, 3.673, -2.947], [-0.805, -1.075, 1.001], [1.935, -2.956, 2.713], [3.304, -2.875, 2.831], [3.874, 0.271, 0.936], [-3.669, -2.400, -3.045], [0.983, -1.380, -2.936], [-0.236, -2.064, 1.831], [5.359, -1.540, 2.403], [0.691, 1.510, 1.677], [5.226, 0.478, 1.127], [-3.010, -1.924, 1.600], [1.216, -2.036, 1.958], [-2.558, -0.361, -2.498], [3.215, -0.852, 1.459], [3.467, 3.263, -3.567], [1.212, -2.601, -3.474], [-1.517, 2.873, 1.743], [3.941, 1.979, -3.324], [-3.604, 0.352, -3.050], [3.985, -1.766, 2.232], [-2.495, -1.808, -2.438], [-4.684, -0.314, -3.602], [-2.206, -1.025, 0.922], [-1.054, -2.990, 2.509], [1.633, -4.417, -2.425], [-3.050, -3.639, 2.912], [-3.570, 1.435, -3.042], [1.762, 1.704, 1.797], [-1.731, 4.039, 3.463], [0.424, 0.845, 2.506], [-5.556, -2.234, -4.031], [5.697, 1.350, 0.685], [1.530, -3.093, -0.279], [0.372, 3.615, 1.250], [5.928, -2.258, 2.988], [7.047, -0.278, 1.999], [1.194, -2.956, -4.490], [-4.089, -1.869, 1.508], [3.297, 0.976, 0.354], [3.861, -3.594, 3.422], [-2.678, -0.260, 0.316], [1.400, -3.748, 3.217], [-0.621, -3.761, 3.138], [0.741, -0.457, -3.436], [-3.199, 3.686, 2.601], [0.193, 3.223, 2.945]],
  "atomic_forces_ev_per_a": [[0.336, 0.115, -0.221], [0.002, 0.077, 0.003], [-0.025, 0.013, 0.016], [0.094, 0.059, 0.128], [0.003, -0.017, 0.008], [-0.017, -0.036, 0.033], [0.078, 0.105, 0.116], [0.023, -0.016, 0.012], [-0.332, -0.075, -0.288], [0.122, 0.093, 0.096], [-0.025, 0.042, 0.022], [-0.229, 0.257, 0.032], [0.057, 0.055, -0.104], [0.743, -0.179, 0.401], [0.089, -0.044, -0.113], [0.043, 0.043, -0.009], [0.004, 0.108, -0.088], [0.103, -0.011, -0.078], [-0.184, -0.021, -0.183], [0.003, -0.005, 0.083], [0.103, 0.008, 0.050], [-0.050, 0.136, -0.041], [-0.005, -0.095, -0.031], [-0.035, -0.066, 0.053], [-0.060, -0.220, -0.009], [0.000, 0.037, -0.015], [0.199, 0.050, -0.016], [-0.232, -0.047, -0.063], [-0.132, 0.086, -0.056], [0.061, -0.034, 0.158], [-0.269, 0.089, -0.050], [-0.053, -0.044, 0.014], [-0.239, 0.392, -0.241], [0.121, -0.009, -0.004], [0.030, -0.072, 0.060], [0.070, -0.040, -0.105], [-0.164, -0.134, 0.021], [-0.276, -0.032, 0.088], [0.006, -0.027, -0.010], [0.033, -0.122, 0.191], [-0.105, -0.103, -0.020], [-0.094, -0.068, 0.097], [0.050, 0.082, 0.059], [-0.104, -0.119, 0.053], [0.070, 0.045, -0.041], [-0.011, -0.103, -0.002], [0.147, 0.013, 0.004], [0.071, 0.052, -0.017], [-0.035, -0.022, -0.011], [-0.012, -0.015, 0.006], [-0.007, -0.052, 0.001], [0.058, -0.001, 0.029], [0.008, -0.019, 0.017], [0.017, -0.129, 0.024], [-0.009, -0.013, -0.005], [-0.020, -0.018, 0.015], [-0.001, 0.080, -0.120], [0.000, 0.012, -0.051], [-0.021, 0.019, -0.015], [-0.022, -0.004, -0.007], [0.001, 0.001, 0.079], [-0.007, -0.001, -0.002], [0.003, 0.006, -0.019], [0.014, 0.022, -0.020], [0.009, -0.010, 0.019], [-0.020, -0.013, 0.013], [-0.004, 0.023, -0.013], [0.017, -0.064, 0.062], [-0.023, -0.022, -0.003], [0.032, 0.006, 0.007]],
  "mulliken_charge": [0.1131, -0.2840, -0.2410, -0.2175, -0.2402, -0.2405, -0.1868, -0.3102, -0.0278, -0.5439, -0.6386, 1.5552, -0.0188, 1.3238, -0.4231, -0.6879, -0.8423, 0.5223, -0.9506, -1.0450, -0.7011, 1.3856, -0.9457, -0.5613, 0.3505, -0.6648, -1.8472, -0.4618, 0.3558, -0.9695, 1.2519, -0.6309, -0.6305, -1.1113, -0.9171, -0.1488, 0.1235, -0.0094, 0.6477, -0.9583, 0.4933, -0.5829, -0.7504, 1.3756, -0.1532, 0.2874, -0.0153, -0.5971, 0.2338, 0.3510, 0.4939, 0.2958, 0.1800, 0.3172, 0.4001, 0.4204, 0.2807, 0.2784, 0.3471, 0.3455, 0.4350, 0.4027, 0.3781, 0.3117, 0.4842, 0.3760, 0.3027, 0.5001, 0.2502, 0.3841]
}